Below is the molecule C19H29N3O6S, with properties calculated with ωB97M-V/def2-TZVPD.

Values from the calculation:
- Structure (SMILES): CCNC(=O)NC(=O)[C@@H](C)OC(=O)[C@H](C)NS(=O)(=O)c1c(C)c(C)cc(C)c1C
- DFT total energy: -1755.3619 Ha
- HOMO level: -8.53 eV
- LUMO: 0.5 eV
- Kohn-Sham gap: 0.333 Eh
- ΔE to the lowest compared entry with this formula, charge and spin: 0.0 kcal/mol

Last column: Löwdin charge in e.
Cartesian coordinates (Å):
S  -1.7653  -1.8203  0.8033  0.745
O  -2.1117  -3.0232  1.5122  -0.278
O  -1.6996  0.6829  -1.0490  0.131
O  -1.7770  -0.5757  1.5423  -0.283
O  -2.9979  1.6941  0.4622  0.047
O  -0.0738  3.2098  -0.6905  0.078
O  1.6382  0.8521  2.1642  0.059
N  -2.9694  -1.6616  -0.3827  -0.087
N  -0.1278  1.7206  1.0323  0.207
N  2.0118  1.7677  0.1236  0.097
C  1.8102  -1.8649  -3.1686  -0.047
C  1.4572  -1.9199  -1.7105  -0.215
C  2.4722  -1.8651  -0.7679  0.002
C  0.1279  -2.0121  -1.2840  -0.194
C  -4.7147  -0.3318  0.7965  -0.027
C  2.2231  -1.9292  0.5912  -0.222
C  -0.9700  -2.1590  -2.2903  -0.042
C  -0.6895  2.5778  0.1439  -0.422
C  -2.6711  0.6903  -0.3329  -0.488
C  0.6394  -2.0441  2.5073  -0.037
C  -2.1809  2.8685  0.3985  -0.225
C  -0.1205  -1.9834  0.0849  -0.150
C  -2.7247  3.8139  -0.6668  -0.009
C  3.3526  -1.8996  1.5713  -0.042
C  1.2487  1.4070  1.1589  -0.495
C  -3.7144  -0.4195  -0.3511  -0.298
C  3.4492  1.6390  0.1269  -0.228
C  4.1284  3.0041  0.1035  -0.076
C  0.8971  -1.9860  1.0368  -0.206
H  3.8526  3.5763  0.9856  0.077
H  -5.4194  -1.1587  0.7318  0.086
H  -4.1836  -0.3897  1.7424  0.082
H  5.2083  2.8839  0.0888  0.070
H  3.7227  1.0904  1.0296  0.109
H  -2.2699  3.3187  1.3947  0.167
H  -3.5657  -2.4755  -0.3357  0.117
H  -4.2371  -0.3286  -1.3158  0.167
H  3.3911  -2.8239  2.1462  0.084
H  0.8965  -1.0816  2.9490  0.080
H  1.2702  -2.8052  2.9635  0.093
H  -0.5779  -2.5154  -3.2376  0.071
H  1.5736  2.3125  -0.6123  0.119
H  3.7495  1.0543  -0.7488  0.112
H  -5.2609  0.6060  0.7517  0.086
H  1.5881  -2.8108  -3.6622  0.084
H  3.4961  -1.7885  -1.1075  0.116
H  -0.7307  1.1422  1.6151  0.134
H  4.3026  -1.7729  1.0581  0.079
H  -2.1585  4.7398  -0.6528  0.089
H  1.2516  -1.0768  -3.6692  0.086
H  3.8265  3.5622  -0.7798  0.072
H  2.8721  -1.6656  -3.2892  0.075
H  3.2074  -1.0765  2.2682  0.072
H  -1.7174  -2.8615  -1.9357  0.073
H  -0.3949  -2.2711  2.7318  0.050
H  -1.4520  -1.1969  -2.4502  0.076
H  -3.7742  4.0227  -0.4773  0.087
H  -2.6146  3.3578  -1.6476  0.092

---

Below is a structure of composition C15H19N6O4PbS2SbSe4, with properties calculated with ωB97M-V/def2-TZVPD.

Values from the calculation:
- DFT total energy: -12047.6416 Ha
- HOMO level (spin up / spin down): -8.41 / -7.96 eV
- LUMO (spin up / spin down): -2.0 / -2.6 eV
- Kohn-Sham gap (spin up / spin down): 0.236 / 0.198 Eh
- ΔE to the lowest compared entry with this formula, charge and spin: 3.7 kcal/mol

Last column: Löwdin charge in e.
Cartesian coordinates (Å):
Pb  -1.0921  -0.5669  1.3469  1.415
Sb  3.0246  -1.0959  4.9635  0.244
Se  -0.3642  -0.4676  5.9968  0.167
Se  3.1997  1.2152  4.4858  -0.012
Se  3.3114  -2.6064  6.7392  -0.022
Se  -0.4310  -1.9174  4.3133  0.468
S  3.7076  -2.2527  2.8063  0.668
S  1.3316  0.3649  -0.9132  0.506
O  0.9157  1.6977  -0.5108  -0.347
O  2.7311  0.0799  -0.9989  -0.255
O  0.6638  -0.6395  0.0058  -0.538
O  -0.0780  -2.8387  1.8650  -0.413
N  1.2590  -2.9190  1.7532  -0.190
N  -0.0136  -4.0871  -1.2158  0.195
N  1.3629  -1.8506  3.8181  -0.614
N  0.1941  1.3299  2.2073  -0.074
N  4.1599  -3.9251  -0.0732  0.193
N  -2.5312  1.0058  -0.3339  -0.072
C  0.5905  0.0449  -2.4804  -0.269
C  -0.4061  2.4243  3.0087  -0.245
C  -2.4153  2.7514  1.4325  -0.190
C  -0.3930  0.8913  -2.9779  -0.073
C  0.3351  -1.3900  -4.3792  -0.021
C  -1.0126  0.5794  -4.1808  -0.036
C  1.7217  -3.4645  0.5775  -0.190
C  3.0811  -3.6821  0.2588  -0.226
C  1.9829  -2.3797  2.7511  -0.820
C  -0.6629  -0.5644  -4.8929  -0.262
C  -2.1251  2.3999  -0.0379  -0.265
C  -1.2317  3.3947  2.1768  -0.181
C  -1.3220  -0.8906  -6.2090  -0.046
C  0.7384  -3.7933  -0.3906  -0.181
C  0.9694  -1.0932  -3.1853  -0.039
H  -1.0254  1.9714  3.7858  0.098
H  -1.7694  1.2444  -4.5828  0.114
H  0.6147  1.7057  1.3523  0.045
H  -0.6934  -0.5741  -7.0444  0.087
H  -0.5756  3.8994  1.4589  0.122
H  -2.2829  -0.3861  -6.3081  0.075
H  0.6204  -2.2829  -4.9246  0.122
H  0.3924  2.9663  3.5166  0.109
H  -2.6210  3.1110  -0.7003  0.117
H  1.7504  -1.7351  -2.7967  0.120
H  -3.5347  0.8934  -0.2342  0.088
H  -1.0564  2.4622  -0.2446  0.070
H  -1.5923  4.1683  2.8552  0.115
H  -1.4859  -1.9637  -6.3112  0.081
H  -0.6311  1.8049  -2.4447  0.102
H  -2.7152  1.8400  1.9657  0.083
H  -3.2839  3.4087  1.4840  0.109
H  0.9884  0.9517  2.7394  0.007
H  -2.3007  0.7598  -1.2930  0.059

---

Below is the molecule C5H10O, with properties calculated with ωB97M-V/def2-TZVPD.

Values from the calculation:
- Structure (SMILES): CC[C@@]1(C)CO1
- DFT total energy: -271.7116 Ha
- HOMO level: -10.09 eV
- LUMO: 1.0 eV
- Kohn-Sham gap: 0.408 Eh
- ΔE to the lowest compared entry with this formula, charge and spin: 25.7 kcal/mol

Last column: Löwdin charge in e.
Cartesian coordinates (Å):
O  -1.5014  0.6303  -1.1980  -0.027
C  -0.5843  -0.0266  -0.3247  -0.526
C  1.7960  0.3598  0.5496  -0.093
C  -1.4275  1.0739  0.1487  -0.100
C  -0.9513  -1.4462  0.0353  -0.008
C  0.8680  0.2224  -0.6591  -0.187
H  -1.0255  2.0775  0.3125  0.118
H  1.8300  -0.5495  1.1618  0.069
H  2.8190  0.5635  0.2189  0.071
H  -1.0160  -2.0720  -0.8639  0.092
H  -0.1815  -1.8721  0.6890  0.081
H  1.4931  1.1872  1.2034  0.074
H  1.1985  -0.6038  -1.3016  0.119
H  -1.9128  -1.4864  0.5562  0.083
H  0.8965  1.1295  -1.2716  0.121
H  -2.3010  0.8126  0.7434  0.112

---

Below is a structure of composition C45H56As2GeIrN2O8SSi2, with properties calculated with ωB97M-V/def2-TZVPD.

Values from the calculation:
- Spin multiplicity: 5
- DFT total energy: -10089.7280 Ha
- HOMO level (spin up / spin down): -4.70 / -5.54 eV
- Net charge: -1
- Expectation value of S²: 6.02
- LUMO (spin up / spin down): 2.3 / 1.2 eV
- Kohn-Sham gap (spin up / spin down): 0.256 / 0.248 Eh
- ΔE to the lowest compared entry with this formula, charge and spin: 2.3 kcal/mol

Last column: Mulliken spin population.
Cartesian coordinates (Å):
Ir  0.2790  1.3174  -0.8508  1.325
As  -0.9323  -4.9202  -2.2485  0.029
As  0.5126  -1.4876  -1.3720  0.003
Ge  -0.7273  1.2748  2.7578  -0.025
S  -2.2433  1.5391  -2.3069  0.080
Si  2.5862  1.6783  -1.5739  0.053
Si  0.1664  3.7033  -1.0766  0.054
O  -2.9334  -4.0823  0.0088  0.022
O  -2.6658  -1.8203  -0.1540  0.107
O  -0.1548  -1.1663  -4.3444  0.020
O  -1.6171  -2.8976  -4.5672  0.090
O  1.3932  -6.6759  -0.6159  0.001
O  0.3507  -5.7639  1.0991  0.004
O  3.1424  -4.0041  -0.2321  0.006
O  2.5736  -2.3041  1.0323  0.000
N  -2.9134  0.2048  -4.4426  0.003
N  -3.5874  -0.7294  -2.4346  0.026
C  -0.9165  -2.2036  -3.8205  0.025
C  -1.0259  -1.8613  5.7010  0.002
C  -1.8721  3.0859  4.8414  0.009
C  -1.3447  -1.5844  2.9805  -0.003
C  3.6647  2.8965  3.7689  0.001
C  -2.7216  4.0549  5.3464  0.003
C  1.6620  1.8051  4.5125  0.002
C  2.0011  -1.7606  -2.6387  0.063
C  -3.7843  4.2225  3.2103  0.024
C  -0.9447  -0.6115  5.1118  0.006
C  0.9521  -3.2623  -0.5547  0.033
C  1.8710  2.4726  2.2405  0.049
C  1.9492  4.4340  -1.1052  -0.012
C  2.0732  -6.4871  -1.8425  0.000
C  3.1369  2.9694  2.4899  0.011
C  -0.8555  4.7208  0.2102  0.017
C  -3.8060  -3.8884  1.0974  -0.005
C  -0.9185  -2.2400  -2.4168  0.269
C  -0.0893  -1.1014  -5.7494  -0.003
C  -1.4092  -2.8399  3.5560  0.007
C  2.2607  -3.2418  0.1236  -0.011
C  3.1499  1.4988  -3.4373  0.079
C  3.9140  0.7216  -0.5294  0.016
C  4.2969  4.0564  -1.4361  -0.011
C  -2.4151  -2.9598  -0.5898  0.046
C  1.1077  1.8909  3.2427  -0.027
C  -1.7178  -3.2297  -1.7704  0.344
C  -0.8531  1.0196  0.8523  0.971
C  -3.6757  4.6341  4.5287  0.000
C  0.7490  -5.6399  -0.0369  0.002
C  1.5655  -1.5878  1.7176  -0.007
C  4.5436  5.4180  -1.3935  0.000
C  2.2060  5.7964  -1.0590  0.004
C  3.4881  6.2966  -1.2130  0.000
C  -1.9582  -6.3973  -1.4159  0.006
C  0.4076  -4.4558  -0.8406  0.030
C  3.0098  3.5494  -1.3107  -0.009
C  2.9248  2.3061  4.7787  0.000
C  -1.0733  -0.4517  3.7378  -0.023
C  -4.2758  -1.8173  -3.0886  0.019
C  -1.2359  -2.9846  4.9212  0.000
C  -1.9772  2.6542  3.5267  -0.016
C  -2.9522  3.2286  2.7242  0.058
C  -0.4159  4.2821  -2.8406  -0.003
C  -2.9104  0.2101  -3.0845  0.043
H  -4.3286  5.4060  4.9162  0.000
H  2.7448  -5.6241  -1.7831  0.000
H  -0.9048  -1.9626  6.7723  0.000
H  3.7578  0.6155  -3.6015  0.005
H  -1.5002  -1.4712  1.9172  0.034
H  -3.3319  -0.8795  -1.4473  -0.003
H  -1.5188  -7.3584  -1.6950  0.000
H  1.3875  6.4865  -0.9161  0.000
H  -4.5120  4.6878  2.5585  0.001
H  -2.0167  -6.3318  -0.3354  0.001
H  -1.5609  -3.7105  2.9344  0.001
H  -3.5901  -2.6192  -3.3949  -0.010
H  -0.7253  5.7885  0.0699  -0.002
H  -2.9659  -6.3612  -1.8339  -0.002
H  -2.6315  4.3670  6.3792  0.000
H  3.6680  7.3650  -1.1989  0.000
H  -1.4755  4.1158  -2.9841  0.002
H  -2.9660  -0.6933  -4.8998  0.001
H  -0.7767  0.2523  5.7404  0.000
H  -5.0027  -2.2245  -2.3895  0.000
H  -3.7651  -2.8442  1.4193  0.001
H  -1.1040  2.6686  5.4762  0.001
H  -1.9093  4.4958  0.1072  0.002
H  3.9367  1.0912  0.4898  -0.007
H  -1.0820  -1.2277  -6.1872  0.001
H  4.9096  0.8396  -0.9456  0.004
H  -0.5602  4.4744  1.2240  -0.002
H  1.3678  -6.3640  -2.6782  -0.001
H  5.5529  5.7977  -1.5094  0.000
H  2.6617  -7.3934  -1.9920  0.000
H  2.2940  1.4519  -4.1030  -0.007
H  3.7402  2.3639  -3.7244  0.004
H  3.7030  3.4090  1.6795  0.003
H  -4.8053  -1.4412  -3.9666  0.002
H  0.3085  -0.1191  -6.0021  0.000
H  -1.7537  0.4571  0.6007  0.068
H  1.4462  -0.5794  1.2942  0.064
H  1.1135  1.3254  5.3085  -0.001
H  -3.5038  -4.5473  1.9127  0.001
H  -3.0403  2.8953  1.7003  -0.004
H  2.0837  -0.9492  -3.3535  -0.011
H  0.6120  -2.1189  1.6866  -0.002
H  -1.2642  -3.9666  5.3740  0.000
H  -0.2025  5.3356  -2.9929  0.001
H  1.4639  2.5194  1.2340  0.047
H  1.8869  -1.5009  2.7577  0.002
H  3.3347  2.2353  5.7785  0.000
H  -4.8289  -4.1438  0.7995  0.003
H  0.1173  3.7216  -3.6018  0.003
H  1.8330  -2.7060  -3.1598  -0.006
H  4.6500  3.2916  3.9781  0.000
H  0.5613  -1.8879  -6.1472  0.002
H  3.7030  -0.3427  -0.4814  -0.003
H  2.9338  -1.8338  -2.0797  0.001
H  5.1267  3.3765  -1.5842  0.000
H  -2.2869  0.8807  -4.8474  0.000

---

Below is the molecule C4H9O4P, with properties calculated with ωB97M-V/def2-TZVPD.

Values from the calculation:
- Structure (SMILES): O=P[C@H](O)C[C@H](O)CO
- DFT total energy: -800.0393 Ha
- HOMO level: -8.62 eV
- LUMO: 0.0 eV
- Kohn-Sham gap: 0.316 Eh
- ΔE to the lowest compared entry with this formula, charge and spin: 44.3 kcal/mol

Last column: Löwdin charge in e.
Cartesian coordinates (Å):
P  -2.2245  0.8643  -1.1967  0.975
O  -0.2325  1.7907  -0.0573  -0.205
O  -3.4080  0.3554  -0.4848  -0.490
O  -1.4160  -0.8180  0.7345  -0.167
O  0.9919  -0.2255  1.7267  0.002
C  -0.9175  -0.7717  -0.6143  -0.427
C  0.6040  -1.1105  -0.5710  -0.141
C  1.1127  1.3204  -0.1830  -0.155
C  1.3316  -0.1250  0.3358  -0.359
H  -1.3279  -1.7210  1.0312  0.088
H  1.1450  -1.0880  -1.5343  0.118
H  1.3407  1.5440  -1.2874  0.162
H  -0.4269  2.1688  0.7948  0.097
H  -1.4546  -1.6761  -1.1351  0.113
H  0.6735  -2.1691  -0.1094  0.143
H  0.1633  0.1515  1.7971  0.022
H  2.3452  -0.3455  0.2432  0.120
H  1.7000  1.8554  0.5100  0.106

---

Below is a cluster of 7 separate species, ClH12O6 in total, with properties calculated with ωB97M-V/def2-TZVPD.

Values from the calculation:
- DFT total energy: -918.9002 Ha
- HOMO level: -4.52 eV
- Net charge: -1
- LUMO: 3.0 eV
- Kohn-Sham gap: 0.275 Eh
- ΔE to the lowest compared entry with this formula, charge and spin: 41.3 kcal/mol

Last column: Löwdin charge in e.
Cartesian coordinates (Å):
Cl  -0.7634  0.7765  -0.2713  -0.915
O  -2.4726  -0.6784  -5.0301  -0.061
O  1.8197  -0.4587  4.2911  -0.057
O  2.2156  -1.1989  -3.4616  -0.066
O  4.0899  2.2365  0.7791  -0.060
O  -0.7815  -3.1766  1.9254  -0.069
O  -4.8469  2.9331  2.3686  -0.058
H  2.4207  -0.5561  -4.1406  0.021
H  0.1690  -3.2855  1.8941  0.019
H  -2.3210  -0.3060  -4.1615  0.032
H  -0.9355  -2.3059  1.5589  0.013
H  4.7202  1.5653  0.5177  0.021
H  3.2477  1.7820  0.7944  0.030
H  2.4556  -1.1169  4.0105  0.021
H  1.5333  -0.7823  -2.9351  0.022
H  -4.5267  2.4891  1.5834  0.035
H  -5.7415  3.1934  2.1492  0.019
H  -1.5959  -0.8472  -5.3753  0.021
H  1.3131  -0.2632  3.5029  0.030